{
  "formula": "C47H39N3P2Ru",
  "method": "ωB97M-V with the def2-TZVPD basis set",
  "e_lumo_ev": [-2.6, -3.9],
  "orbital_gap_ev": [7.5, 6.3],
  "multiplicity": 2,
  "charge": 1,
  "elements": ["Ru", "N", "P", "C", "C", "C", "C", "C", "C", "C", "C", "C", "C", "C", "C", "C", "C", "C", "C", "C", "N", "H", "H", "H", "H", "H", "H", "H", "H", "H", "H", "H", "H", "H", "H", "H", "C", "C", "C", "C", "C", "C", "P", "C", "C", "C", "C", "C", "C", "C", "C", "C", "C", "C", "C", "H", "H", "H", "H", "H", "H", "H", "H", "H", "H", "H", "H", "H", "H", "C", "C", "C", "C", "C", "C", "N", "C", "C", "C", "C", "C", "C", "H", "H", "H", "H", "H", "H", "H", "H", "H", "H"],
  "coordinates": [[-0.35950, 0.07574, 0.06201], [-3.20983, -0.43685, 1.03156], [-1.80481, -1.39478, 0.78489], [-1.58033, -2.26994, 2.34497], [-2.31223, -1.95906, 3.48585], [-2.11414, -2.67813, 4.65600], [-1.19256, -3.71364, 4.68914], [-0.44180, -4.01288, 3.55938], [-0.62346, -3.28364, 2.39644], [-2.40860, -2.66927, -0.36829], [-2.57710, -4.00854, -0.02712], [-3.03076, -4.91779, -0.97496], [-3.32689, -4.49275, -2.26039], [-3.18218, -3.15337, -2.60119], [-2.72328, -2.24782, -1.66316], [-3.30018, 0.77828, 0.37258], [-4.48349, 1.51600, 0.34309], [-4.47935, 2.73961, -0.29018], [-3.30451, 3.21458, -0.86799], [-2.17982, 2.42664, -0.80344], [-2.17641, 1.21636, -0.21872], [-4.09079, -0.88129, 1.25002], [-3.02912, -1.14847, 3.46951], [-2.68382, -2.42820, 5.54126], [-1.04810, -4.27977, 5.59999], [0.29184, -4.80785, 3.58918], [-0.01963, -3.51017, 1.52396], [-2.35887, -4.34889, 0.97590], [-3.15618, -5.95778, -0.70433], [-3.67539, -5.20363, -2.99798], [-3.42006, -2.82097, -3.60353], [-2.58456, -1.20478, -1.92958], [-5.37463, 1.12559, 0.81550], [-5.38560, 3.32959, -0.32895], [-3.26068, 4.17765, -1.35501], [-1.23739, 2.74887, -1.22698], [0.26915, -0.41394, 6.42941], [-0.44282, 0.74035, 6.14038], [-0.50233, 1.21653, 4.83783], [0.14462, 0.52811, 3.81417], [0.85400, -0.63497, 4.10809], [0.91949, -1.09795, 5.41176], [0.15118, 1.10740, 2.09547], [-0.27819, 2.86089, 2.10264], [0.61306, 3.84659, 1.69026], [0.19180, 5.16702, 1.58823], [-1.11659, 5.50818, 1.89306], [-2.01664, 4.52688, 2.28952], [-1.60332, 3.20870, 2.38375], [1.81066, 0.78290, 1.45710], [3.07666, 1.27028, 1.78807], [4.17193, 0.68343, 1.18424], [3.99193, -0.38100, 0.29742], [2.73224, -0.85734, -0.02271], [1.59278, -0.26037, 0.53439], [0.32710, -0.77496, 7.44802], [-0.93905, 1.28668, 6.93189], [-1.02976, 2.13847, 4.63456], [1.37257, -1.16419, 3.31802], [1.48512, -1.99338, 5.63478], [1.63372, 3.58730, 1.44026], [0.89207, 5.92954, 1.27310], [-1.43874, 6.53846, 1.81642], [-3.04244, 4.78867, 2.51499], [-2.31711, 2.44065, 2.66442], [3.20347, 2.06368, 2.51515], [5.17116, 1.03039, 1.41250], [4.86246, -0.84176, -0.15420], [2.64627, -1.68156, -0.72184], [-0.28497, 3.20407, -3.82899], [-1.21623, 2.20581, -4.08781], [-1.11186, 0.97118, -3.46718], [-0.06339, 0.72514, -2.58144], [0.88226, 1.72008, -2.33268], [0.76408, 2.95654, -2.95619], [-0.02176, -0.48666, -1.84100], [0.34198, -1.65190, -2.47877], [0.58575, -1.71069, -3.86069], [0.89729, -2.91566, -4.46326], [0.98802, -4.08133, -3.71115], [0.78495, -4.02470, -2.33421], [0.47433, -2.82831, -1.72466], [-0.37243, 4.16627, -4.31550], [-2.03219, 2.39148, -4.77440], [-1.84202, 0.19512, -3.66128], [1.71299, 1.50589, -1.67087], [1.50387, 3.72330, -2.76612], [0.52634, -0.81168, -4.45789], [1.07703, -2.94628, -5.52973], [1.23178, -5.02056, -4.18843], [0.87946, -4.92108, -1.73458], [0.35178, -2.76729, -0.65334]],
  "forces_ev_per_angstrom": [[-0.3, 0.0, -0.4], [0.0, 0.1, -0.1], [0.1, -0.1, 0.0], [0.0, 0.1, 0.0], [0.0, 0.0, 0.0], [0.0, 0.0, 0.0], [0.0, 0.0, 0.0], [0.0, 0.0, 0.0], [0.1, 0.0, 0.0], [0.0, 0.0, 0.0], [0.0, 0.0, 0.0], [0.0, 0.0, 0.0], [0.0, 0.0, 0.0], [0.0, 0.0, 0.0], [0.0, 0.0, 0.1], [0.1, -0.1, 0.0], [0.0, 0.0, 0.0], [0.0, 0.0, 0.0], [0.0, 0.0, 0.0], [-0.1, 0.0, 0.0], [-0.1, -0.1, 0.2], [0.0, 0.0, 0.0], [0.0, 0.0, 0.0], [0.0, 0.0, 0.0], [0.0, 0.0, 0.0], [0.0, 0.0, 0.0], [0.0, 0.0, 0.0], [0.0, 0.0, 0.0], [0.0, 0.0, 0.0], [0.0, 0.0, 0.0], [0.0, 0.0, 0.0], [0.0, 0.0, 0.0], [0.0, 0.0, 0.0], [0.0, 0.0, 0.0], [0.0, 0.0, 0.0], [0.0, 0.0, 0.0], [0.0, 0.0, 0.0], [0.0, 0.0, 0.0], [0.0, 0.0, 0.0], [0.0, 0.1, 0.0], [0.0, 0.0, 0.0], [0.0, 0.0, 0.0], [0.2, -0.1, -0.3], [-0.1, 0.0, 0.0], [0.0, 0.0, 0.0], [0.0, 0.0, 0.0], [0.0, 0.0, 0.0], [0.0, 0.0, 0.0], [0.1, 0.0, 0.0], [0.0, 0.0, 0.1], [-0.1, 0.0, 0.0], [0.0, 0.0, 0.0], [0.1, 0.0, 0.0], [-0.1, 0.0, -0.1], [0.3, 0.0, 0.4], [0.0, 0.0, 0.0], [0.0, 0.0, 0.0], [0.0, 0.0, 0.0], [0.0, 0.0, 0.0], [0.0, 0.0, 0.0], [0.0, 0.0, 0.0], [0.0, 0.0, 0.0], [0.0, 0.0, 0.0], [0.0, 0.0, 0.0], [0.0, 0.0, 0.0], [0.0, 0.0, 0.0], [0.0, 0.0, 0.0], [0.0, 0.0, 0.0], [0.0, 0.0, 0.0], [0.1, 0.0, 0.0], [0.0, -0.1, 0.0], [0.0, 0.1, -0.1], [0.0, 0.0, -0.1], [0.0, -0.1, 0.0], [0.0, 0.1, 0.0], [0.0, 0.0, 0.1], [-0.1, 0.1, 0.0], [0.0, 0.0, -0.1], [0.0, 0.0, 0.0], [0.0, 0.1, 0.0], [0.0, 0.0, 0.0], [0.0, -0.1, 0.0], [0.0, 0.0, 0.0], [0.0, 0.0, 0.0], [0.0, 0.0, 0.0], [0.0, 0.0, 0.0], [0.0, 0.0, 0.0], [0.0, 0.0, 0.0], [0.0, 0.0, 0.0], [0.0, 0.0, 0.0], [0.0, 0.0, 0.0], [0.0, 0.0, 0.0]]
}

{
  "formula": "C47H40As2CrN6O4S2",
  "method": "ωB97M-V with the def2-TZVPD basis set",
  "e_lumo_ev": [-3.7, -4.0],
  "orbital_gap_ev": [6.5, 6.3],
  "multiplicity": 4,
  "charge": 1,
  "elements": ["Cr", "N", "C", "N", "C", "N", "N", "C", "C", "C", "C", "C", "C", "N", "C", "C", "C", "C", "C", "C", "H", "H", "H", "H", "H", "H", "H", "H", "H", "H", "H", "C", "C", "As", "C", "C", "C", "C", "C", "C", "C", "C", "C", "C", "C", "C", "As", "C", "C", "C", "C", "C", "C", "C", "C", "C", "C", "C", "C", "H", "H", "H", "H", "H", "H", "H", "H", "H", "H", "H", "H", "H", "H", "H", "H", "H", "H", "H", "H", "H", "H", "H", "H", "O", "S", "O", "O", "O", "S", "C", "N", "C", "C", "C", "C", "C", "C", "H", "H", "H", "H", "H"],
  "coordinates": [[-0.12244, 0.60719, 1.05895], [3.47008, 3.16082, 2.65793], [2.40151, 2.99079, 1.88959], [1.29029, 2.43409, 2.28085], [1.23500, 1.88657, 3.54329], [0.16175, 1.24841, 3.94309], [-0.71500, 0.94744, 2.96930], [-1.92798, 0.68373, 3.29192], [-2.81344, 0.53230, 2.14793], [-4.19405, 0.51846, 2.21419], [-4.92239, 0.56398, 1.03934], [-4.24249, 0.63381, -0.16867], [-2.86361, 0.62730, -0.15435], [-2.15433, 0.55342, 0.97458], [2.34372, 2.05763, 4.45093], [2.33551, 1.59033, 5.76993], [3.45269, 1.73088, 6.55657], [4.61154, 2.31742, 6.03495], [4.63856, 2.78341, 4.74077], [3.49596, 2.66713, 3.95270], [4.33139, 3.49301, 2.25565], [2.44718, 3.39264, 0.88333], [-2.25998, 0.68468, 4.32192], [-4.67319, 0.48621, 3.18400], [-6.00430, 0.56761, 1.05785], [-4.77525, 0.69022, -1.10740], [-2.28662, 0.70376, -1.06754], [1.43855, 1.11878, 6.14720], [3.44501, 1.37508, 7.57785], [5.49575, 2.40600, 6.65233], [5.53495, 3.22931, 4.32510], [-0.98560, -1.96854, -2.64579], [-1.55972, -2.33885, -1.27097], [-0.31211, -2.09712, 0.29056], [-1.55554, -2.54285, 1.73966], [-2.94101, -2.55334, 1.63052], [-3.73263, -2.88039, 2.72586], [-3.14483, -3.19300, 3.94307], [-1.75919, -3.18138, 4.06290], [-0.97172, -2.85959, 2.96891], [0.41922, -3.93085, 0.11099], [-0.48808, -4.97585, 0.29576], [-0.10919, -6.28344, 0.04170], [1.17657, -6.56455, -0.40299], [2.08428, -5.53204, -0.56717], [1.71218, -4.21628, -0.30893], [-0.09983, -0.20822, -2.67717], [-0.57788, 0.26868, -4.53688], [-1.93201, 0.42114, -4.83307], [-2.34871, 0.77176, -6.10860], [-1.40739, 1.00082, -7.10330], [-0.05671, 0.88587, -6.80954], [0.35777, 0.52392, -5.53253], [1.78117, -0.62673, -2.92032], [2.65412, 0.46239, -2.92949], [4.02399, 0.26886, -3.00084], [4.53935, -1.02126, -3.04630], [3.67935, -2.10682, -3.03837], [2.30501, -1.91098, -2.97426], [-1.79497, -1.92775, -3.37111], [-0.27517, -2.72114, -2.98131], [-1.86580, -3.38136, -1.28434], [-2.43203, -1.71477, -1.07503], [-3.41892, -2.32814, 0.68316], [-4.81206, -2.89937, 2.62481], [-3.76238, -3.45345, 4.79321], [-1.29573, -3.43678, 5.00756], [0.10791, -2.85144, 3.05643], [-1.49143, -4.77293, 0.64448], [-0.82240, -7.08508, 0.19194], [1.46513, -7.58597, -0.61758], [3.09359, -5.74473, -0.89770], [2.42631, -3.41752, -0.41698], [-2.67324, 0.25706, -4.05559], [-3.40544, 0.86649, -6.32768], [-1.72705, 1.26629, -8.10339], [0.68222, 1.07352, -7.57874], [1.41371, 0.42480, -5.32396], [2.24965, 1.46720, -2.86156], [4.69120, 1.12212, -3.01141], [5.61038, -1.17622, -3.07492], [4.07644, -3.11430, -3.06443], [1.65738, -2.77612, -2.94571], [3.48694, 0.39131, 1.61429], [2.35173, -0.34947, 1.14017], [2.65887, -1.52607, 0.37615], [1.49261, 0.60005, 0.22378], [1.33760, -0.62369, 2.21400], [-1.61582, 5.38233, 1.23490], [-1.18744, 3.73774, 1.49773], [-0.95219, 3.01926, 0.44983], [-1.10509, 3.78591, -0.70576], [-0.93411, 3.35196, -2.02050], [-1.12969, 4.24214, -3.05467], [-1.50061, 5.56911, -2.80484], [-1.67536, 6.02120, -1.51301], [-1.47245, 5.11854, -0.47198], [-1.12650, 3.36669, 2.51128], [-0.64170, 2.33017, -2.21283], [-0.99179, 3.90465, -4.07451], [-1.65311, 6.24978, -3.63254], [-1.96446, 7.04423, -1.30920]],
  "forces_ev_per_angstrom": [[0.8, 0.5, 0.4], [0.1, -0.2, 0.0], [-0.3, 0.1, 0.0], [0.2, -0.5, 0.4], [-0.4, 0.3, -0.4], [0.2, -0.1, 0.6], [0.0, 0.4, 0.3], [0.0, -0.1, -0.1], [0.1, 0.0, 0.0], [0.0, 0.0, 0.3], [0.0, 0.0, -0.1], [-0.2, 0.0, 0.1], [0.2, 0.0, -0.1], [-0.9, -0.2, -0.4], [0.1, 0.0, 0.0], [0.0, 0.0, 0.0], [0.0, 0.0, 0.1], [0.0, 0.0, 0.0], [0.1, 0.1, -0.1], [0.0, 0.0, 0.2], [0.0, 0.1, -0.1], [0.1, -0.1, 0.0], [0.0, 0.0, 0.0], [0.0, 0.0, 0.0], [0.0, 0.0, 0.0], [0.1, 0.0, 0.0], [0.0, -0.1, 0.0], [0.0, 0.0, 0.0], [0.0, 0.0, 0.0], [0.0, 0.0, 0.0], [0.0, 0.0, 0.0], [0.2, -0.1, 0.5], [0.3, 0.4, 0.1], [-1.2, -1.0, -0.8], [0.1, 0.1, 0.1], [0.0, -0.1, -0.1], [0.0, 0.0, 0.0], [0.0, 0.0, 0.0], [0.0, 0.0, 0.0], [0.0, 0.1, -0.1], [0.2, 0.1, 0.0], [0.1, 0.0, 0.0], [0.0, 0.0, 0.0], [0.0, 0.0, 0.0], [0.0, 0.0, 0.0], [0.0, 0.1, 0.0], [-0.1, 0.0, -0.6], [0.0, 0.1, 0.3], [0.0, 0.0, 0.1], [0.0, 0.0, 0.0], [0.0, 0.0, 0.0], [0.0, 0.0, 0.0], [0.0, -0.1, 0.0], [0.1, 0.0, 0.2], [-0.1, -0.1, 0.1], [0.0, 0.0, 0.0], [0.0, 0.0, 0.0], [0.0, 0.0, 0.0], [0.0, 0.0, 0.0], [0.0, 0.0, -0.1], [-0.1, -0.1, -0.1], [-0.2, -0.1, 0.1], [-0.1, -0.1, 0.0], [0.0, 0.0, 0.0], [0.0, 0.0, 0.0], [0.0, 0.0, 0.0], [0.0, 0.0, 0.0], [0.0, 0.0, 0.1], [-0.1, 0.0, 0.0], [0.0, 0.0, 0.0], [0.0, 0.0, 0.0], [0.0, 0.0, 0.0], [0.0, 0.0, -0.1], [0.0, 0.0, 0.0], [0.0, 0.0, 0.0], [0.0, 0.0, 0.0], [0.0, 0.0, 0.0], [0.1, 0.0, 0.0], [0.1, 0.0, 0.0], [0.0, 0.0, 0.0], [0.0, 0.0, 0.0], [0.0, 0.0, 0.0], [0.0, 0.0, 0.0], [-0.1, 0.3, 0.1], [1.1, -0.7, -0.3], [0.0, 0.1, 0.1], [0.1, 0.4, -0.5], [-0.5, 0.6, -0.3], [0.0, -0.1, 0.0], [-0.2, 0.2, 0.0], [0.3, -0.3, 0.0], [-0.1, 0.2, -0.1], [0.1, -0.1, 0.0], [0.0, 0.0, 0.0], [0.0, 0.1, 0.0], [0.0, 0.0, 0.0], [0.0, -0.1, 0.1], [0.0, 0.0, -0.1], [0.0, 0.0, 0.0], [0.0, 0.0, 0.0], [0.0, 0.0, 0.0], [0.0, 0.0, 0.0]]
}

no.,total energy (eV)
1,-74998.8945
2,-238283.8071